Entry 1:
Here is a structure of composition C4H8OS in a non-equilibrium geometry from the Open Molecules 2025 dataset. Energies are from wB97M-V/def2-TZVPD.

* E_tot: -630.49054 a.u.
* relative energy (zero: lowest compared OMol25 entry of this formula, charge and spin): 90.60 kcal per mole
* E_HOMO: -9.0 eV
* molecular weight: 104.17 g mol⁻¹
* strongest force on any atom: 8.01 eV Å⁻¹

Each line ends with the natural charge from an NBO analysis.
Cartesian coordinates (Å):
1 C 0.136 -1.323 0.294  -0.062
2 C -0.742 -0.239 -0.392  -0.466
3 C -0.176 1.111 -0.319  -0.183
4 C 1.010 1.632 0.073  -0.403
5 H 1.955 -1.817 0.417  0.477
6 H 0.367 -0.942 1.456  0.148
7 H -0.577 -2.129 0.272  0.168
8 H -0.519 -0.659 -1.319  0.248
9 H -2.506 0.808 0.830  0.144
10 H -0.801 1.796 -0.926  0.198
11 H 1.799 0.842 0.301  0.192
12 H 1.331 2.697 -0.030  0.219
13 O 1.185 -1.508 -0.534  -0.684
14 S -2.462 -0.268 -0.123  0.004

---

Entry 2:
Here is a cluster of 2 separate species, C4H8OS in total in a non-equilibrium geometry from the Open Molecules 2025 dataset. Energies are from wB97M-V/def2-TZVPD.

* E_tot: -630.56495 a.u.
* relative energy (zero: lowest compared OMol25 entry of this formula, charge and spin): 43.90 kcal per mole
* E_HOMO: -8.8 eV
* molecular weight: 104.17 g mol⁻¹
* strongest force on any atom: 3.88 eV Å⁻¹
* structure (SMILES): C=CC.OC=S

Each line ends with the natural charge from an NBO analysis.
Cartesian coordinates (Å):
1 C 2.194 0.102 0.376  -0.411
2 C 1.323 -0.774 -0.180  -0.150
3 C -2.381 1.057 0.679  0.041
4 C 0.626 -0.655 -1.426  -0.664
5 O -2.993 0.119 1.387  -0.659
6 S -0.750 1.166 0.652  -0.091
7 H 2.505 0.014 1.403  0.197
8 H 2.548 0.954 -0.145  0.186
9 H 1.001 -1.614 0.455  0.190
10 H -3.089 1.729 0.054  0.200
11 H -0.330 -0.962 -1.318  0.217
12 H 1.079 -1.273 -2.202  0.224
13 H 0.663 0.364 -1.833  0.217
14 H -2.397 -0.227 2.097  0.502

---

Entry 3:
Here is an isolated molecule of C4H8OS in a non-equilibrium geometry from the Open Molecules 2025 dataset. Energies are from wB97M-V/def2-TZVPD.

* E_tot: -630.62037 a.u.
* relative energy (zero: lowest compared OMol25 entry of this formula, charge and spin): 9.13 kcal per mole
* E_HOMO: -8.6 eV
* molecular weight: 104.17 g mol⁻¹
* strongest force on any atom: 1.03 eV Å⁻¹
* structure (SMILES): C1CSCCO1

Each line ends with the natural charge from an NBO analysis.
Cartesian coordinates (Å):
1 C -0.393 1.351 0.311  -0.572
2 C 1.022 1.175 -0.239  -0.080
3 C 1.025 -1.173 -0.228  -0.076
4 C -0.389 -1.355 0.317  -0.563
5 H -0.366 1.425 1.429  0.216
6 H -0.850 2.295 -0.082  0.235
7 H 0.983 1.155 -1.336  0.169
8 H 1.654 2.027 0.105  0.195
9 H 0.990 -1.162 -1.359  0.165
10 H 1.669 -2.013 0.102  0.196
11 H -0.823 -2.269 -0.081  0.232
12 H -0.347 -1.419 1.383  0.212
13 O 1.641 0.006 0.235  -0.529
14 S -1.476 -0.004 -0.188  0.199

---

Entry 4:
Here is a structure of composition C4H8OS in a non-equilibrium geometry from the Open Molecules 2025 dataset. Energies are from wB97M-V/def2-TZVPD.

* E_tot: -630.45664 a.u.
* relative energy (zero: lowest compared OMol25 entry of this formula, charge and spin): 111.87 kcal per mole
* E_HOMO: -9.3 eV
* molecular weight: 104.17 g mol⁻¹
* strongest force on any atom: 6.94 eV Å⁻¹

Each line ends with the natural charge from an NBO analysis.
Cartesian coordinates (Å):
1 C -0.266 -1.306 -0.637  -0.625
2 C -0.128 0.129 -0.180  0.005
3 C -0.230 -0.096 1.299  -0.587
4 C 1.122 0.801 -0.480  -0.168
5 H 0.487 -1.459 -1.742  0.195
6 H 0.440 -2.103 0.068  0.239
7 H -1.483 -1.354 -0.844  0.286
8 H -0.072 1.000 1.618  0.212
9 H -1.436 -0.054 1.553  0.278
10 H 0.515 -0.704 1.608  0.197
11 H -1.150 1.793 -0.708  0.498
12 H 2.047 0.086 -0.438  0.214
13 O -1.340 0.814 -0.274  -0.728
14 S 1.495 2.454 -0.844  -0.017

---

Entry 5:
Here is an isolated molecule of C4H8OS2 in a non-equilibrium geometry from the Open Molecules 2025 dataset. Energies are from wB97M-V/def2-TZVPD.

* E_tot: -1028.80194 a.u.
* relative energy (zero: lowest compared OMol25 entry of this formula, charge and spin): 13.24 kcal per mole
* E_HOMO: -8.9 eV
* molecular weight: 136.24 g mol⁻¹
* strongest force on any atom: 2.15 eV Å⁻¹
* structure (SMILES): CSSCCC=O

Each line ends with the natural charge from an NBO analysis.
Cartesian coordinates (Å):
1 C -1.548 0.919 -0.518  -0.557
2 C -2.710 0.125 0.052  0.438
3 O -3.711 -0.001 -0.609  -0.516
4 C -0.466 1.254 0.469  -0.495
5 S 0.475 -0.312 1.003  0.050
6 S 1.626 -0.901 -0.460  0.081
7 C 3.147 0.104 -0.573  -0.741
8 H -1.141 0.277 -1.318  0.250
9 H -1.911 1.752 -1.121  0.246
10 H -2.650 -0.341 1.052  0.122
11 H -0.858 1.569 1.437  0.220
12 H 0.306 1.954 0.165  0.229
13 H 3.559 -0.272 -1.505  0.232
14 H 3.794 -0.089 0.275  0.221
15 H 2.908 1.165 -0.577  0.219

---

Entry 6:
Here is the ion C4H8P with charge +1 in a non-equilibrium geometry from the Open Molecules 2025 dataset. Energies are from wB97M-V/def2-TZVPD.

* E_tot: -498.06408 a.u.
* total charge: +1
* relative energy (zero: lowest compared OMol25 entry of this formula, charge and spin): 95.65 kcal per mole
* E_HOMO (spin up / spin down): -14.6 / -14.6 eV
* molecular weight: 87.08 g mol⁻¹
* strongest force on any atom: 3.89 eV Å⁻¹

Each line ends with the natural charge from an NBO analysis.
Cartesian coordinates (Å):
1 C -0.348 -0.486 -1.172  -0.135
2 C 2.548 1.299 -1.064  -0.209
3 C -1.447 -0.804 -0.368  -0.757
4 C 0.979 0.715 1.209  -1.035
5 P 1.086 0.422 -0.533  0.933
6 H -0.515 -0.690 -2.258  0.272
7 H 2.671 1.329 -2.093  0.147
8 H -1.634 0.180 0.108  0.296
9 H -1.206 -1.511 0.443  0.305
10 H -2.331 -1.255 -0.892  0.285
11 H 0.029 0.895 1.707  0.287
12 H 1.915 1.393 1.426  0.328
13 H 1.100 -0.336 1.728  0.282

---

Entry 7:
Here is a cluster of 2 separate species, C4H8P2 in total in a non-equilibrium geometry from the Open Molecules 2025 dataset. Energies are from wB97M-V/def2-TZVPD.

* E_tot: -839.67594 a.u.
* relative energy (zero: lowest compared OMol25 entry of this formula, charge and spin): 44.63 kcal per mole
* E_HOMO (spin up / spin down): -6.3 / -8.7 eV
* molecular weight: 118.06 g mol⁻¹
* 2S+1: 3
* strongest force on any atom: 4.87 eV Å⁻¹

Each line ends with the natural charge from an NBO analysis.
Cartesian coordinates (Å):
1 C -2.287 -0.287 -0.186  -0.470
2 C 2.106 0.026 0.141  -0.469
3 C -2.975 0.958 -0.412  -0.740
4 C 1.977 -1.354 0.648  -0.692
5 P -1.307 -1.477 -0.060  0.465
6 P 1.036 0.880 -0.873  0.368
7 H 3.061 0.485 0.322  0.185
8 H -2.196 1.673 0.068  0.255
9 H -3.800 1.238 0.235  0.244
10 H -3.236 1.089 -1.468  0.250
11 H 3.006 -1.749 0.775  0.231
12 H 1.270 -1.957 0.144  0.225
13 H 1.583 -1.523 1.713  0.234
14 H 1.759 1.996 -1.044  -0.086

---

Entry 8:
Here is a cluster of 2 separate species, C4H8S in total in a non-equilibrium geometry from the Open Molecules 2025 dataset. Energies are from wB97M-V/def2-TZVPD.

* E_tot: -555.19363 a.u.
* relative energy (zero: lowest compared OMol25 entry of this formula, charge and spin): 110.63 kcal per mole
* E_HOMO: -9.0 eV
* molecular weight: 88.18 g mol⁻¹
* strongest force on any atom: 9.70 eV Å⁻¹

Each line ends with the natural charge from an NBO analysis.
Cartesian coordinates (Å):
1 C 1.727 -0.870 -0.384  -0.624
2 C 0.379 0.036 -0.003  -0.091
3 C 0.993 1.470 0.168  -0.627
4 C -0.563 -0.525 0.971  -0.544
5 H 2.429 -0.666 -1.235  0.234
6 H 2.275 -1.402 0.903  0.207
7 H 1.228 -1.966 -0.798  0.212
8 H -0.068 1.880 0.519  0.212
9 H 1.751 1.570 0.833  0.215
10 H 0.977 1.766 -1.050  0.228
11 H -0.656 0.045 1.694  0.186
12 H -0.520 -1.544 1.429  0.221
13 S -1.415 -0.022 -0.426  0.170